{
  "formula": "C9H29NO5",
  "method": "wB97M-V/def2-TZVPD",
  "elements": ["O", "O", "O", "O", "O", "N", "C", "C", "C", "C", "C", "C", "C", "C", "C", "H", "H", "H", "H", "H", "H", "H", "H", "H", "H", "H", "H", "H", "H", "H", "H", "H", "H", "H", "H", "H", "H", "H", "H", "H", "H", "H", "H", "H"],
  "coordinates": [[4.3304, -2.5474, 14.5654], [6.1797, -4.1252, 13.7694], [3.8240, -3.5226, 16.8087], [1.2453, -4.3737, 10.0888], [5.9246, -0.9146, 15.7632], [2.1863, -5.3542, 9.9984], [3.3038, -5.1365, 9.0805], [4.4287, -7.1198, 10.3312], [3.2639, -5.2538, 12.3574], [2.8594, -4.9761, 7.5357], [0.9907, -6.4403, 11.8633], [3.1072, -7.3515, 10.9809], [2.3950, -6.0491, 11.3047], [4.1853, -4.0007, 9.5535], [4.2393, -6.4218, 9.0063], [4.8509, -8.0846, 10.0499], [4.4441, -3.4485, 8.6500], [2.2997, -4.0504, 7.4022], [1.0540, -6.9903, 12.8022], [5.1959, -4.1917, 9.9145], [5.3944, -3.6887, 14.1075], [3.5077, -7.7004, 11.9327], [5.8624, -1.2094, 16.6747], [5.1188, -6.6304, 11.0185], [0.2932, -5.6657, 12.1820], [6.4326, -4.7112, 14.4864], [0.4696, -6.9198, 11.0347], [3.8091, -2.1224, 13.8568], [6.8330, -3.4505, 13.5706], [3.8093, -3.2510, 15.8880], [3.8232, -3.3553, 10.3538], [5.3305, -1.5346, 15.3340], [2.1061, -5.7368, 7.3310], [6.8121, -0.9068, 15.3971], [3.9438, -7.1538, 8.2547], [1.6666, -3.6833, 10.6060], [2.7948, -4.5673, 13.0622], [2.5479, -8.1654, 10.5193], [4.4519, -3.0343, 17.3462], [3.9040, -5.9117, 12.9453], [3.6562, -4.8584, 6.8012], [4.1810, -4.4138, 16.8029], [5.1946, -6.0219, 8.6664], [4.0593, -4.6521, 11.9176]],
  "atomic_forces_ev_per_a": [[1.16, -0.22, 0.98], [1.36, -1.64, -0.69], [-0.13, -1.57, 2.97], [-0.21, 0.99, -0.24], [0.74, 1.68, 1.58], [0.35, -2.86, 0.18], [0.83, -1.56, -1.16], [0.22, -0.41, -1.75], [0.89, 0.35, -0.07], [-1.22, 1.16, 1.97], [0.09, 0.78, 0.04], [1.31, -0.28, 1.80], [-1.13, 0.35, -0.55], [1.17, 1.45, -0.76], [-0.01, 1.27, 0.29], [0.31, -0.12, 0.48], [-0.28, 0.80, 0.21], [-0.13, 0.27, 0.28], [0.36, -0.82, -0.40], [0.10, -1.10, 0.20], [-3.52, 2.47, 0.22], [-0.99, -0.71, 0.53], [0.90, 0.75, 1.02], [0.12, 0.23, -0.11], [0.46, 0.80, -0.42], [1.04, -0.88, 0.05], [0.05, -0.56, 0.38], [0.16, -0.42, 0.53], [0.82, 0.18, -0.37], [-0.10, 2.16, -4.00], [-0.73, 0.33, -0.48], [-2.87, -2.13, -3.24], [0.51, -0.33, -0.26], [0.86, 0.24, -0.02], [-0.50, 0.18, 0.06], [-0.12, 0.83, 0.19], [-0.77, -0.17, -0.09], [-0.38, 0.53, -0.11], [-0.11, 0.66, 0.55], [-0.43, -0.66, 0.36], [0.32, -0.74, 0.38], [-0.35, -1.30, 0.34], [0.07, -0.10, -0.25], [-0.24, 0.13, -0.63]],
  "nbo_charge": [-1.261, -0.736, -0.724, -0.525, -0.744, -0.184, 0.115, -0.402, -0.674, -0.615, -0.617, -0.408, 0.120, -0.660, -0.388, 0.231, 0.238, 0.218, 0.208, 0.195, 0.547, 0.193, 0.539, 0.169, 0.222, 0.547, 0.246, 0.530, 0.556, 0.559, 0.179, 0.538, 0.235, 0.567, 0.225, 0.422, 0.194, 0.244, 0.532, 0.190, 0.225, 0.547, 0.207, 0.201],
  "homo_lumo_gap_ev": 3.33,
  "e_tot_ev": -21507.3678,
  "total_charge": 2
}